Formula: C17H42ClIOP3Pr
Source: OMol25
Level of theory: ωB97M-V/def2-TZVPD

Geometry as XYZ:
```
66
C17H42ClIOP3Pr (ωB97M-V/def2-TZVPD)
C -3.2008 -4.9830 -2.2496
C -3.2770 -4.4112 -0.9384
H -3.8352 -5.8838 -2.4764
H -2.1365 -5.2521 -2.3773
H -3.4926 -4.1676 -2.9361
O -3.2648 -3.8778 0.1142
I -0.9125 -2.1989 -2.7302
Pr -0.3028 -0.4816 -0.4922
P -2.3654 1.5196 -1.2043
C -3.1717 2.7162 -0.0411
C -1.9551 2.5881 -2.6196
H -2.8579 3.0768 -3.0065
H -4.4579 1.4028 -2.4394
H -1.5260 1.9648 -3.4117
H -3.5071 -0.1294 -2.5712
H -2.4204 3.3071 0.5112
H -1.2214 3.3624 -2.3662
C -3.8437 0.6695 -1.8995
H -3.8462 3.4121 -0.5758
H -4.4314 0.2190 -1.0921
H -3.7648 2.1459 0.6947
P 2.0703 -1.9549 0.6383
C 2.6459 -2.0457 2.3757
C 1.8890 -3.7281 0.1898
H 3.4479 -1.3732 -1.2777
H 4.3165 -2.4910 -0.1671
H 4.1781 -0.7435 0.2248
C 3.6596 -1.6064 -0.2230
H 1.5050 -3.8016 -0.8367
H 2.8677 -4.2233 0.2795
H 3.5253 -2.6971 2.4916
H 1.8350 -2.4434 2.9987
H 1.1641 -4.2070 0.8598
H 2.9040 -1.0516 2.7644
Cl 1.3797 0.0853 -2.4831
C 2.2346 3.4719 -1.9677
C 2.8023 3.2280 -0.5546
C 3.4858 4.5393 -0.1408
P 1.4901 2.5053 0.5553
C 2.3503 1.7241 1.9968
C 3.5991 2.4834 2.4525
C 1.3361 1.4727 3.1194
C 0.5109 3.9649 1.2393
C 1.2069 4.8663 2.2808
C -0.0532 4.8791 0.1644
H 1.4397 4.2327 -1.9372
H 1.8426 2.5653 -2.4452
H 3.0599 3.8551 -2.5871
H 3.5581 2.4169 -0.6023
H 2.7744 5.3773 -0.2026
H 3.9623 4.5278 0.8467
H 4.2731 4.7208 -0.8930
H 2.7074 0.7561 1.6059
H 3.3703 3.4825 2.8529
H 4.0616 1.8936 3.2552
H 4.3319 2.5828 1.6399
H 0.5145 0.8083 2.8277
H 1.8532 0.9967 3.9549
H 0.8959 2.4125 3.4647
H -0.3115 3.4531 1.7655
H 2.1167 5.3487 1.8749
H 0.4707 5.6636 2.4960
H 1.4457 4.3654 3.2320
H -0.7127 4.3824 -0.5422
H -0.6329 5.6520 0.6712
H 0.7562 5.3740 -0.3704
```

Output
F_max = 7.317 eV/A
2S+1 = 3
Energy = -82903.60474 eV
Net charge = +2

***

Formula: C6H18N2O
Source: OMol25
Level of theory: ωB97M-V/def2-TZVPD

Geometry as XYZ:
```
27
C6H18N2O (ωB97M-V/def2-TZVPD)
C 0.9279 0.3248 1.4587
C 0.0728 0.1937 0.1872
C -1.1533 1.1593 0.3298
C -1.4863 2.0118 -0.9225
C -2.3908 0.6171 1.0067
N -0.4253 -1.1234 -0.1507
C 0.5996 -2.1681 -0.2778
N 0.8972 -2.4618 -1.6700
H 1.6394 -0.5034 1.5561
H 1.5520 1.2163 1.4746
H 0.2825 0.1748 2.3295
H 0.6956 0.5475 -0.6217
H -0.6595 1.8994 0.9728
H -2.5577 2.1402 -1.0818
H -1.0328 1.5560 -1.8037
H -1.0983 3.0169 -0.7566
H -2.8685 -0.0890 0.3212
H -2.2341 0.1238 1.9722
H -3.1105 1.4047 1.2411
H -1.2123 -1.3854 0.4223
H 1.5239 -1.8036 0.1136
H 0.2826 -3.1077 0.1722
H 1.2917 -1.6671 -2.1410
H 0.2942 -3.0478 -2.2146
H 3.9579 -0.1908 -0.7826
H 3.1002 0.9157 -0.2148
O 3.1120 0.2463 -0.9201
```

Output
F_max = 2.224 eV/A
2S+1 = 1
Structure (SMILES) = CC(C)[C@@H](C)NCN.O
Relative energy (zero: lowest compared OMol25 entry of this formula, charge and spin) = 72.0 kJ/mol
Net charge = 0

***

Formula: C9H21BF4IO2P2Ti
Source: OMol25
Level of theory: ωB97M-V/def2-TZVPD

Geometry as XYZ:
```
41
C9H21BF4IO2P2Ti (ωB97M-V/def2-TZVPD)
C 3.9895 -0.0656 -0.4474
C 2.8553 -0.9340 -0.0201
H 4.9486 -0.6150 -0.3636
H 4.0632 0.8376 0.1829
H 3.8765 0.2555 -1.4973
O 2.9276 -2.0677 0.3500
I 0.4252 3.2797 -1.1805
Ti 0.9145 0.6446 -0.3359
P 0.5762 -0.5865 -2.4696
C -0.1494 -2.2381 -2.5426
C -0.6101 0.3743 -3.4584
H -0.7649 -0.1253 -4.4234
H 1.8728 -1.3071 -4.3651
H -0.2267 1.3902 -3.6064
H 2.4200 0.2891 -3.7374
H -1.1172 -2.2221 -2.0292
H -1.5634 0.4392 -2.9186
C 2.0867 -0.7188 -3.4641
H -0.2871 -2.5082 -3.5980
H 2.8706 -1.2116 -2.8792
H 0.5020 -2.9682 -2.0521
P 1.1148 0.9889 2.1132
C 0.5374 -0.2199 3.3247
C 2.8038 1.3726 2.6477
H 0.4090 3.2934 1.9263
H 0.2231 2.6605 3.6073
H -0.9531 2.2147 2.3249
C 0.1013 2.4371 2.5382
H 3.1168 2.3139 2.1803
H 2.8164 1.4644 3.7412
H 0.6630 0.2163 4.3252
H 1.1086 -1.1506 3.2461
H 3.4824 0.5700 2.3359
H -0.5225 -0.4290 3.1367
C 0.4379 -1.2956 0.4042
O 0.1617 -2.3416 0.8337
F -1.0612 0.7304 -0.1413
B -2.5402 -0.1201 0.3636
F -3.4253 0.7982 -0.0680
F -2.4272 -1.2798 -0.3434
F -2.3123 -0.1972 1.7054
```

Output
F_max = 6.085 eV/A
2S+1 = 2
Energy = -75097.74969 eV
Net charge = +2

***

Formula: C6H7NO
Source: OMol25
Level of theory: ωB97M-V/def2-TZVPD

Geometry as XYZ:
```
15
C6H7NO (ωB97M-V/def2-TZVPD)
C -0.5774 -0.5229 -1.2809
C 0.5607 -0.6504 0.9952
C -0.4803 -1.7212 0.7703
C 0.3324 0.8013 1.5452
C 1.2691 0.2982 0.4947
C -0.1521 0.5113 -2.0212
N -1.0049 -1.4671 -0.6157
O -0.6512 1.8092 -1.8573
H -1.4140 -1.8300 1.5278
H -0.0078 -2.6924 0.7041
H -0.4400 1.4189 1.1286
H 0.8433 1.0132 2.4523
H 2.1457 0.6051 -0.0374
H 0.5499 0.5143 -2.7868
H -0.9735 1.9124 -1.0189
```

Output
F_max = 3.713 eV/A
2S+1 = 1
Structure (SMILES) = OC=C=NCC1=CC1
Relative energy (zero: lowest compared OMol25 entry of this formula, charge and spin) = 535.4 kJ/mol
Net charge = 0

***

Formula: CH9N2O
Source: OMol25
Level of theory: ωB97M-V/def2-TZVPD

Geometry as XYZ:
```
13
CH9N2O (ωB97M-V/def2-TZVPD)
N 0.5547 1.7963 1.6308
H 1.5755 1.7247 1.4946
H 0.5878 1.7977 2.6646
H -0.5251 0.9688 0.3398
H 0.3590 2.7904 1.4432
N -0.7288 0.3736 -0.5037
C 0.3653 -0.6935 -0.6382
O -0.3110 -1.9001 -0.7432
H -1.6593 -0.0633 -0.4062
H -0.7268 0.8432 -1.4132
H 1.0091 -0.7162 0.2631
H 0.9325 -0.3472 -1.5098
H 0.1795 -2.4785 -1.3839
```

Output
F_max = 3.004 eV/A
2S+1 = 2
Relative energy (zero: lowest compared OMol25 entry of this formula, charge and spin) = 166.3 kJ/mol
Net charge = +2

***

Formula: C22H33AuN7O2SSe
Source: OMol25
Level of theory: ωB97M-V/def2-TZVPD

Geometry as XYZ:
```
67
C22H33AuN7O2SSe (ωB97M-V/def2-TZVPD)
Au -0.9934 -0.2422 -0.6639
C 3.5956 -1.1695 -1.1365
N 3.1486 0.2276 -1.1752
C 4.1499 1.2742 -1.4304
C 1.8686 0.5078 -0.9966
N 0.9559 -0.4417 -0.9059
N 1.5315 1.8442 -0.8850
C 0.2944 2.4388 -0.8511
N 0.2873 3.7673 -0.8791
N -0.8070 1.7390 -0.7605
H 4.6793 -1.1818 -1.0943
H 3.2785 -1.7085 -2.0316
H 3.2243 -1.6629 -0.2364
H 5.0438 0.7998 -1.8218
H 4.4098 1.8012 -0.5104
H 3.8018 1.9681 -2.1961
H 1.2839 -1.3857 -1.0412
H 2.3177 2.4728 -0.8107
H 1.1261 4.3055 -1.0301
H -0.5792 4.2830 -0.8812
H -1.6740 2.2600 -0.7326
C 4.6388 3.4695 2.1596
C 3.3172 2.7585 2.2365
C 3.2474 1.3610 2.2125
C 2.0428 0.7001 2.3873
C 0.8813 1.4408 2.5734
C 0.9180 2.8290 2.5723
C 2.1333 3.4789 2.4012
S -0.6765 0.6233 2.8572
C -0.3767 -0.0446 4.4857
O -0.7090 -0.5853 1.9285
H 5.4407 2.8026 1.8458
H 4.9107 3.8618 3.1411
H 4.6002 4.3229 1.4809
H 4.1619 0.7866 2.1157
H 2.0058 -0.3832 2.4018
H 0.0131 3.4007 2.7444
H 2.1698 4.5611 2.4488
H 0.5349 -0.6393 4.4791
H -1.2404 -0.6537 4.7464
H -0.2900 0.7896 5.1820
C -5.1802 -0.6922 0.1790
C -5.2500 0.0764 -1.1463
C -3.8731 -0.1284 -1.7217
O -3.0095 0.0147 -0.5234
C -3.7596 -0.4746 0.6782
H -5.3764 -1.7518 0.0220
H -5.9027 -0.3185 0.9007
H -5.4486 1.1354 -0.9835
H -6.0142 -0.3170 -1.8136
H -3.5410 0.6212 -2.4367
H -3.7306 -1.1356 -2.1224
H -3.6596 0.3201 1.4141
H -3.2638 -1.3739 1.0330
Se -0.8919 -3.1933 1.0258
N -1.1254 -2.2499 -0.5343
C -1.4013 -3.0936 -1.5311
C -1.6060 -2.7753 -2.8963
C -1.8658 -3.8018 -3.7551
C -1.9447 -5.1694 -3.3327
C -1.7294 -5.5126 -2.0411
C -1.4395 -4.4727 -1.1005
N -1.1839 -4.6840 0.1739
H -1.5251 -1.7539 -3.2502
H -2.0172 -3.5829 -4.8045
H -2.1674 -5.9279 -4.0701
H -1.7600 -6.5359 -1.6930
```

Output
F_max = 0.372 eV/A
2S+1 = 1
Relative energy (zero: lowest compared OMol25 entry of this formula, charge and spin) = 0.0 kJ/mol
Net charge = +3